(1)
{"formula": "C2H5NSi", "method": "ωB97M-V/def2-TZVPD", "symbols": ["C", "C", "N", "Si", "H", "H", "H", "H", "H"], "coordinates": [[-0.078, -0.996, -2.745], [0.044, -0.733, -1.564], [-0.011, -0.488, -0.255], [-0.109, 0.712, 0.928], [-0.172, -1.019, -3.821], [0.332, -1.651, 0.825], [0.967, 0.672, 1.960], [-1.217, 0.388, 1.892], [-0.767, 2.037, 0.493]], "homo_energy_ha": -0.3268, "e_lumo_ev": -1.21, "largest_force_ev_per_a": 4.59, "multiplicity": 1}

(2)
{"formula": "C2H5O2", "method": "ωB97M-V/def2-TZVPD", "symbols": ["O", "H", "C", "C", "O", "H", "H", "H", "H"], "coordinates": [[-1.013, -0.557, -2.239], [-1.738, 0.061, -2.181], [-0.014, -0.914, 0.605], [0.734, 0.166, 0.467], [0.652, 1.233, 1.414], [-0.181, -1.513, -0.286], [-0.370, -1.261, 1.573], [1.213, 0.436, -0.463], [-0.303, 1.221, 1.548]], "homo_energy_ha": -0.0805, "e_lumo_ev": 3.99, "charge": -1, "largest_force_ev_per_a": 1.29, "multiplicity": 1}

(3)
{"formula": "C2H5O2P", "method": "ωB97M-V/def2-TZVPD", "symbols": ["C", "P", "C", "O", "O", "H", "H", "H", "H", "H"], "coordinates": [[-0.165, -1.217, 0.569], [0.406, 0.281, -0.770], [0.800, 2.282, -0.565], [0.769, 2.890, -1.608], [1.411, 2.623, 0.493], [-1.243, -1.338, 0.558], [0.086, -0.664, 1.404], [0.345, -2.115, 0.537], [-0.691, 0.627, -1.420], [1.839, 3.514, 0.613]], "smiles": "CPC(=O)O", "homo_energy_ha": -0.3179, "e_lumo_ev": 0.38, "largest_force_ev_per_a": 4.50, "multiplicity": 1}

(4)
{"formula": "C2H5O2Pr", "method": "ωB97M-V/def2-TZVPD", "symbols": ["C", "C", "O", "Pr", "H", "H", "H", "H", "O", "H"], "coordinates": [[-0.879, -0.009, 0.438], [0.285, 0.865, -0.012], [1.442, 0.107, -0.072], [2.536, -1.212, -1.681], [-0.680, -0.331, 1.477], [-1.840, 0.512, 0.331], [0.428, 1.671, 0.734], [-0.013, 1.390, -0.942], [-0.896, -1.172, -0.385], [-0.383, -1.822, 0.113]], "homo_energy_ha": [-0.4409, -0.4707], "e_lumo_ev": [-5.30, -5.35], "s2": 3.75, "charge": 1, "largest_force_ev_per_a": 3.58, "multiplicity": 4}